[1]
Computed, not measured: a 7-piece molecular cluster, C41H65F6N4O21 overall at a distorted geometry, with ωB97M-V/def2-TZVPD.

Computed properties:
Energy relative to the best compared isomer or geometry (same formula, charge and spin), kcal/mol: 288.3
HOMO level, eV: -11.605
Net charge: +1
LUMO level, Eh: -0.094

Each line ends with the Mulliken charge.
Element x y z (Å)
C  5.377  1.850  0.863  -0.41
O  6.281  0.736  1.218  -0.37
C  5.608  -0.574  0.991  -0.40
C  5.656  -0.908  -0.621  -0.43
C  4.308  -1.639  -1.208  -0.92
C  2.917  -0.738  -0.982  -0.26
C  2.972  0.705  -1.750  -0.67
C  2.215  1.941  -0.990  -0.31
C  1.051  1.505  0.078  -0.12
C  0.061  2.786  0.330  -0.77
C  -1.496  2.417  0.669  0.65
C  -2.182  1.048  0.089  -0.14
C  -3.573  0.919  0.952  -0.17
C  -4.668  2.032  0.375  -1.02
C  -4.890  1.677  -1.218  -0.11
C  -4.156  2.810  -2.204  -0.21
O  -3.193  2.214  -3.144  -0.27
C  -1.847  2.794  -3.013  0.63
C  -1.470  4.389  -2.955  -0.86
O  -0.813  1.921  -2.982  -0.47
N  -3.205  1.365  2.350  0.49
C  -3.223  0.349  3.480  -0.64
C  -2.746  -1.160  3.055  -0.48
C  -3.977  -2.172  2.621  -0.47
C  -3.397  -3.309  1.571  -0.39
N  -4.315  -3.562  0.377  -0.13
C  -3.661  -3.053  -0.924  0.31
N  -4.296  -2.111  -1.718  -0.64
N  -2.306  -3.547  -1.395  -0.54
C  -2.012  2.310  2.221  -0.73
H  5.314  1.948  -0.313  0.25
H  4.327  1.756  1.383  0.15
H  5.888  2.864  1.231  0.20
H  4.532  -0.468  1.438  0.25
H  6.145  -1.428  1.606  0.32
H  6.550  -1.677  -0.798  0.34
H  5.953  0.047  -1.272  0.28
H  4.180  -2.657  -0.599  0.30
H  4.422  -1.979  -2.345  0.31
H  2.064  -1.378  -1.513  0.19
H  2.768  -0.689  0.177  0.25
H  2.518  0.590  -2.836  0.32
H  4.107  1.022  -1.914  0.28
H  1.663  2.569  -1.842  0.17
H  3.032  2.680  -0.551  0.21
H  0.528  0.535  -0.314  0.13
H  1.613  1.284  1.108  0.13
H  0.166  3.534  -0.563  0.23
H  0.484  3.361  1.287  0.36
H  -2.083  3.276  0.085  -0.27
H  -2.194  0.824  -1.060  0.26
H  -1.472  0.209  0.499  -0.07
H  -4.153  -0.083  0.782  -0.38
H  -5.657  1.852  0.991  0.40
H  -4.288  3.119  0.584  0.46
H  -6.040  1.652  -1.436  0.50
H  -4.474  0.599  -1.460  -0.20
H  -5.039  3.260  -2.869  0.26
H  -3.696  3.604  -1.467  0.00
H  -1.583  4.909  -4.001  0.36
H  -0.337  4.459  -2.603  0.28
H  -2.089  4.938  -2.095  0.23
H  -4.030  1.980  2.601  0.54
H  -4.265  0.361  4.062  0.29
H  -2.430  0.739  4.278  0.36
H  -1.879  -1.128  2.245  0.13
H  -2.253  -1.648  4.025  0.44
H  -4.912  -1.582  2.195  0.32
H  -4.385  -2.766  3.566  0.40
H  -2.312  -3.015  1.190  0.16
H  -3.260  -4.357  2.115  0.39
H  -4.493  -4.603  0.278  0.11
H  -3.708  -1.853  -2.543  0.14
H  -1.602  -2.917  -0.923  0.27
H  -2.178  -3.446  -2.428  0.24
H  -1.029  2.069  2.809  0.37
H  -2.526  3.362  2.433  0.18
C  -6.413  -8.432  -1.133  -0.12
C  -6.801  -7.012  -1.364  0.42
O  -6.353  -6.355  -0.200  -0.32
C  -5.280  -7.078  0.225  0.65
O  -4.462  -6.677  1.037  -0.56
O  -5.227  -8.307  -0.374  -0.32
F  -8.145  -6.884  -1.435  -0.31
H  -7.158  -8.986  -0.553  0.25
H  -6.226  -8.969  -2.067  -0.02
H  -6.336  -6.557  -2.245  0.35
C  7.171  1.014  4.253  0.08
C  7.894  2.311  4.379  0.29
O  7.146  3.012  5.347  -0.21
C  6.603  2.048  6.142  0.58
O  6.121  2.260  7.242  -0.56
O  6.672  0.812  5.560  -0.34
F  7.846  3.005  3.220  -0.25
H  6.334  1.062  3.548  -0.07
H  7.833  0.196  3.955  0.31
H  8.932  2.216  4.714  0.17
C  -9.175  -8.836  -4.779  -0.44
C  -9.293  -10.291  -5.081  0.32
O  -7.959  -10.693  -5.295  -0.30
C  -7.208  -9.852  -4.529  0.64
O  -6.042  -10.053  -4.235  -0.54
O  -7.925  -8.759  -4.124  -0.23
F  -9.987  -10.493  -6.223  -0.28
H  -9.150  -8.217  -5.683  0.29
H  -9.980  -8.479  -4.131  0.28
H  -9.730  -10.884  -4.269  0.29
C  -2.657  -1.695  -5.998  -0.18
C  -2.228  -3.117  -5.871  0.30
O  -3.444  -3.827  -5.839  -0.26
C  -4.316  -3.070  -6.562  0.63
O  -5.384  -3.477  -6.991  -0.53
O  -3.846  -1.801  -6.756  -0.31
F  -1.582  -3.323  -4.701  -0.24
H  -2.883  -1.233  -5.031  0.09
H  -1.916  -1.081  -6.515  0.26
H  -1.614  -3.476  -6.704  0.22
C  5.417  5.741  4.719  0.05
C  6.172  6.953  5.147  0.26
O  5.693  7.960  4.285  -0.29
C  4.418  7.589  3.979  0.58
O  3.589  8.334  3.484  -0.54
O  4.180  6.282  4.301  -0.33
F  7.497  6.799  4.928  -0.22
H  5.889  5.223  3.877  0.06
H  5.278  5.028  5.536  0.19
H  5.997  7.246  6.188  0.22
C  10.369  8.269  2.221  -0.50
C  9.021  7.676  1.993  0.69
O  9.304  6.348  1.618  -0.27
C  10.476  6.044  2.244  0.67
O  10.902  4.910  2.388  -0.54
O  11.112  7.166  2.700  -0.31
F  8.394  8.286  0.962  -0.31
H  10.828  8.644  1.300  0.28
H  10.349  9.078  2.957  0.30
H  8.374  7.679  2.877  -0.02

Atomic forces in eV per Å
0.86 0.99 -0.25
-2.03 -0.32 -0.22
-0.11 0.25 -0.47
0.51 -0.87 -0.70
-0.32 -0.35 0.53
0.67 -1.06 -1.05
0.56 0.12 -0.19
-0.32 0.65 -1.13
1.27 0.58 0.38
0.65 -0.46 1.33
-2.18 0.26 -2.16
1.41 -1.33 1.50
-0.68 0.87 -3.81
0.23 -1.23 0.17
0.03 0.20 -0.10
-2.34 0.14 0.60
2.80 2.39 1.83
4.73 -4.41 -0.11
0.04 -0.20 1.03
-6.69 5.24 -0.27
-1.59 0.23 0.27
1.43 -1.47 2.43
-0.07 -0.53 0.84
0.06 -0.38 0.02
0.60 -0.86 0.15
2.18 0.42 -1.85
-1.38 2.90 -3.19
1.90 -3.56 3.44
-0.74 1.17 1.42
1.41 3.00 -1.15
-0.25 -0.30 2.39
1.88 0.01 -1.12
-1.01 -2.40 -0.64
1.74 -0.36 -1.05
-0.83 2.01 -1.28
-1.89 1.71 0.41
-0.79 -1.98 1.71
0.16 2.17 -1.27
-0.11 1.03 2.44
1.60 1.35 1.55
-0.01 0.15 -2.30
0.86 0.12 2.30
-2.47 -0.71 0.37
1.16 -1.34 1.80
-1.89 -1.62 -0.52
0.85 1.99 0.76
-1.41 0.11 -2.16
-0.61 -1.58 1.67
-0.90 -1.07 -2.07
1.00 -1.56 1.69
-0.39 0.95 2.20
-1.33 1.22 -0.69
1.61 1.59 1.04
1.80 0.47 -1.27
-0.75 -1.92 -0.57
2.29 0.13 0.34
-0.85 2.16 0.53
2.17 -0.65 1.54
-0.74 -1.42 -1.90
-0.04 -1.13 2.14
-2.52 -0.43 -1.02
1.11 -1.10 -2.21
1.37 -0.69 -0.30
2.15 -0.08 -1.73
-1.76 -0.67 -1.76
-1.98 0.08 1.60
-0.98 1.26 -2.10
2.08 -1.30 0.57
0.95 1.49 -1.89
-2.20 -0.44 0.91
-0.33 2.38 -0.98
0.52 1.62 0.20
-0.22 -0.61 0.99
-0.81 -1.21 -0.76
-0.50 0.12 1.31
-2.49 0.19 -0.41
1.85 -2.18 0.21
-0.22 -1.21 -0.73
-0.81 0.18 -0.42
0.99 -0.32 0.12
1.72 0.01 1.65
-1.68 -0.61 -1.66
0.29 1.36 0.81
-0.18 0.20 -0.12
-0.08 0.28 -0.04
0.21 0.10 0.22
-0.21 0.03 0.05
-0.04 -1.03 -0.79
0.43 0.44 -0.77
-0.09 -0.64 0.52
-1.43 -0.02 2.86
1.01 -0.40 -2.66
-0.05 1.04 0.89
0.11 0.24 -0.08
0.29 0.19 -0.02
-0.17 0.08 0.18
-0.06 0.18 -0.16
-0.89 1.08 0.16
-0.54 -0.46 -0.70
0.35 0.59 0.88
2.90 -0.44 0.47
-2.69 0.61 -0.57
0.79 -0.82 -0.02
-0.14 -0.17 0.02
-0.05 -0.28 -0.03
0.28 -0.02 0.03
-0.04 -0.05 -0.20
0.46 1.17 -0.11
0.25 -0.43 0.25
-0.03 0.52 -0.56
-3.33 -0.82 -1.31
2.72 1.07 1.17
-0.34 -0.94 0.03
0.34 -0.19 0.35
0.13 -0.21 0.04
-0.26 -0.06 -0.03
0.06 -0.06 0.24
-0.02 -1.35 0.30
0.65 0.11 0.17
-0.74 -0.32 0.18
-2.49 1.78 -1.52
2.03 -1.88 1.15
-0.04 1.14 -0.23
0.36 0.10 0.11
0.19 0.19 0.13
-0.12 0.15 -0.16
0.22 0.01 -0.10
0.55 1.14 0.27
-0.66 0.27 -0.41
0.54 -0.02 0.69
1.50 -2.90 0.42
-1.01 2.73 -0.36
-0.45 -1.03 -0.21
-0.31 0.09 -0.11
-0.27 -0.08 -0.02
0.11 -0.25 -0.01
-0.04 0.05 -0.23

[2]
Computed, not measured: C23H18N2O3S3W as an isolated structure at a distorted geometry, with ωB97M-V/def2-TZVPD.

Computed properties:
Energy relative to the best compared isomer or geometry (same formula, charge and spin), kcal/mol: 24.6
HOMO level (alpha / beta), eV: -13.943 / -13.943
Net charge: +2
LUMO level (alpha / beta), Eh: -0.349 / -0.349

Each line ends with the Mulliken charge.
Element x y z (Å)
W  -0.898  -1.783  -0.001  1.38
C  3.230  -0.246  -1.032  -1.24
C  1.905  -0.903  -1.233  1.24
N  1.170  -1.226  -0.108  0.40
N  1.999  -1.093  0.977  -0.73
C  1.477  -1.316  2.123  0.45
S  -0.196  -1.676  2.238  -0.10
S  2.440  -1.217  3.579  -0.02
C  1.648  0.314  4.250  -1.30
C  1.915  1.521  3.406  0.75
C  1.010  1.878  2.412  -0.01
C  1.260  2.966  1.584  -0.77
C  2.426  3.701  1.746  -0.53
C  3.330  3.352  2.741  -0.58
C  3.077  2.265  3.565  -0.51
C  1.499  -1.222  -2.560  0.51
C  2.274  -0.895  -3.703  -0.70
C  1.903  -1.351  -4.943  -1.02
C  0.759  -2.146  -5.095  -0.38
C  -0.029  -2.482  -4.009  -0.75
C  0.355  -1.998  -2.779  0.66
O  -0.424  -2.247  -1.716  -0.64
H  3.208  0.457  -0.206  0.30
H  3.565  0.251  -1.933  0.47
H  3.961  -1.017  -0.766  0.35
H  2.073  0.376  5.251  0.52
H  0.578  0.128  4.348  0.43
H  0.082  1.320  2.304  0.50
H  0.538  3.255  0.831  0.42
H  2.624  4.552  1.108  0.43
H  4.233  3.932  2.880  0.42
H  3.788  1.997  4.339  0.42
H  3.163  -0.293  -3.619  0.29
H  2.501  -1.096  -5.807  0.45
H  0.479  -2.497  -6.080  0.43
H  -0.917  -3.091  -4.102  0.53
O  -2.773  -2.752  -0.970  -0.44
C  -3.216  -2.113  -0.017  0.46
O  -2.432  -2.220  1.099  -0.41
C  -4.132  -0.970  -0.040  0.64
C  -5.509  -1.011  0.052  -0.67
C  -6.201  0.194  0.099  -0.57
C  -5.518  1.402  0.058  -0.65
C  -4.132  1.442  -0.059  -0.62
C  -3.439  0.245  -0.100  0.68
S  -1.663  0.362  -0.369  -0.33
H  -6.032  -1.957  0.092  0.52
H  -7.279  0.187  0.174  0.42
H  -6.066  2.332  0.116  0.42
H  -3.612  2.390  -0.119  0.48

Atomic forces in eV per Å
0.66 1.39 0.28
-0.11 -0.04 0.04
0.04 0.04 -0.23
-0.16 -0.07 0.01
-0.08 0.01 -0.02
0.30 0.22 -0.16
-0.38 -0.53 -0.15
-0.01 0.07 0.03
-0.09 -0.08 0.04
0.02 -0.17 -0.03
-0.09 0.10 -0.09
-0.02 -0.07 0.03
0.03 0.00 -0.01
0.01 -0.03 0.02
0.09 0.06 -0.03
0.25 0.24 0.19
0.00 -0.06 -0.14
0.04 0.03 0.09
-0.08 -0.06 -0.03
0.16 -0.01 -0.25
-0.41 -0.15 0.50
0.17 -0.59 -0.73
-0.04 0.03 0.04
0.00 0.00 0.05
0.00 0.02 0.02
0.00 0.10 0.00
0.02 -0.03 0.10
0.01 0.04 0.02
0.00 0.00 0.00
-0.01 0.01 0.02
-0.01 0.00 0.00
-0.01 0.01 -0.01
-0.02 0.00 -0.03
-0.02 -0.01 -0.01
0.02 0.00 0.00
0.00 0.02 0.01
-0.04 0.17 0.00
0.11 -0.38 0.47
-0.60 0.05 -0.32
0.05 0.00 0.20
-0.09 0.10 -0.02
0.01 -0.02 -0.01
0.02 0.03 0.01
-0.11 0.00 -0.03
0.02 0.09 -0.15
0.31 -0.48 0.26
0.01 0.01 0.03
0.01 0.00 0.01
0.00 -0.02 -0.02
0.00 -0.02 0.00

[3]
Computed, not measured: a 5-piece molecular cluster, C14H28Br6O4S2 overall at a distorted geometry, with ωB97M-V/def2-TZVPD.

Computed properties:
SMILES: O=S1(=O)CCCC1.O=S1(=O)CCCC1.BrCCBr.BrCCBr.BrCCBr
Energy relative to the best compared isomer or geometry (same formula, charge and spin), kcal/mol: 0.0
HOMO level, eV: -10.134
Net charge: 0
LUMO level, Eh: 0.012

Each line ends with the Mulliken charge.
Element x y z (Å)
O  -1.979  -1.707  4.139  -0.70
S  -0.633  -1.536  3.662  1.07
O  -0.209  -0.229  3.244  -0.59
C  0.469  -2.239  4.889  -0.75
C  1.267  -3.331  4.204  -0.45
C  0.328  -3.919  3.127  -0.77
C  -0.210  -2.718  2.395  -0.12
H  -0.160  -2.628  5.687  0.34
H  1.035  -1.426  5.349  0.39
H  2.166  -2.986  3.698  0.16
H  1.543  -4.106  4.918  0.34
H  -0.454  -4.517  3.597  0.35
H  0.868  -4.535  2.407  0.33
H  -0.991  -2.820  1.644  0.53
H  0.595  -2.174  1.890  -0.18
O  0.193  -0.972  -0.558  -0.48
S  -1.057  -0.339  -0.905  1.23
O  -2.267  -1.118  -0.905  -0.77
C  -1.246  1.140  0.082  -0.51
C  -0.365  2.170  -0.598  0.00
C  -0.509  1.996  -2.143  -0.58
C  -0.894  0.545  -2.440  -0.42
H  -1.004  0.893  1.113  0.31
H  -2.306  1.393  -0.015  0.18
H  -0.655  3.189  -0.359  0.24
H  0.683  1.991  -0.375  -0.09
H  0.418  2.276  -2.634  0.37
H  -1.332  2.631  -2.465  0.18
H  -0.387  -0.040  -3.202  0.03
H  -1.917  0.559  -2.833  0.32
Br  2.651  2.881  2.802  -0.19
C  3.531  1.265  2.202  -0.59
C  2.711  0.522  1.166  0.02
Br  3.117  -1.389  1.284  -0.19
H  3.795  0.644  3.055  0.36
H  4.506  1.583  1.835  0.39
H  2.973  0.836  0.165  0.46
H  1.659  0.528  1.422  -0.27
Br  1.040  -2.465  -3.791  -0.13
C  1.082  -2.695  -5.722  -0.60
C  2.514  -2.590  -6.202  -0.58
Br  2.620  -3.295  -8.021  -0.16
H  0.450  -1.933  -6.168  0.35
H  0.619  -3.649  -5.953  0.40
H  3.213  -3.138  -5.584  0.38
H  2.814  -1.553  -6.304  0.34
Br  -5.801  3.978  0.347  -0.14
C  -3.895  4.219  -0.009  -0.54
C  -3.683  5.545  -0.671  -0.50
Br  -1.763  5.806  -0.934  -0.17
H  -3.703  3.411  -0.708  0.15
H  -3.324  4.103  0.905  0.44
H  -4.021  6.373  -0.059  0.39
H  -4.094  5.571  -1.672  0.38

Atomic forces in eV per Å
-0.30 0.00 -0.01
-0.39 -0.81 0.07
0.32 0.70 -0.19
0.28 0.60 0.70
-0.22 -0.72 -0.31
0.26 -0.10 -0.10
0.11 0.97 -0.41
-0.18 -0.17 -0.19
0.19 -0.03 -0.29
0.03 0.30 0.21
0.13 0.07 0.04
-0.11 0.02 -0.12
0.03 -0.19 0.20
-0.30 -0.22 0.32
0.07 -0.35 -0.07
0.16 -0.03 0.00
0.10 0.20 0.10
0.02 -0.16 0.06
-0.30 -0.07 -0.19
0.26 -0.18 -0.80
0.05 -0.33 0.58
-1.36 0.04 -0.87
0.04 0.04 0.10
0.03 0.02 0.17
0.20 0.00 0.35
0.03 0.15 0.44
-0.07 0.18 -0.10
0.19 0.16 -0.28
0.70 0.11 0.37
-0.03 -0.13 0.23
-0.10 -0.02 -0.01
0.88 -0.19 0.11
0.25 -0.35 0.73
0.39 0.02 -0.21
-0.61 0.10 0.20
-0.18 0.05 -0.35
-0.41 0.01 -0.15
-0.16 0.32 -0.32
-0.06 0.06 -0.02
-0.06 -0.05 -0.13
-0.35 0.13 -0.36
0.04 -0.04 0.06
0.09 0.13 0.09
0.22 -0.16 0.17
0.01 -0.11 -0.03
0.12 0.02 0.23
0.09 0.14 0.20
-0.41 -0.38 -0.44
0.36 0.11 -0.02
0.05 0.05 0.01
0.38 -0.03 0.12
-0.14 -0.03 0.13
-0.07 0.05 -0.08
-0.26 0.11 0.06